Computed, not measured: a single C24H28N4O5 molecule, with ωB97M-V/def2-TZVPD.

Calculated values
* molar mass: 452.5 g mol⁻¹
* HOMO energy: -8.581 eV
* E_tot: -1526.7099 Ha
* frontier orbital gap: 0.336 hartree
* energy above the lowest of the compared OMol25 structures with the same formula, charge and spin: 0.0000 eV
* SMILES string: CC(C)C[C@H](NC(=O)N1CC(=O)Nc2ccccc21)C(=O)N[C@@H](Cc1ccccc1)C(=O)O
* LUMO: 0.021 Eh

Atoms and positions in Å:
1 C 0.1724 5.0376 -2.3435
2 C 0.9599 3.9938 -1.5534
3 C 2.4330 4.0426 -1.9517
4 C 0.3481 2.6081 -1.7919
5 C 0.9033 1.5410 -0.8573
6 N 0.4189 0.2288 -1.2534
7 C 1.0183 -0.8994 -0.8057
8 O 2.1084 -0.8953 -0.2562
9 N 0.3560 -2.0812 -1.0740
10 C 1.1221 -3.3093 -1.0594
11 C 0.9104 -4.1215 -2.3291
12 O 1.7513 -4.8301 -2.8286
13 N -0.3458 -4.0137 -2.8393
14 C -1.3538 -3.2235 -2.2926
15 C -2.6835 -3.4160 -2.6387
16 C -3.6660 -2.6105 -2.0908
17 C -3.3233 -1.6213 -1.1845
18 C -2.0004 -1.4222 -0.8298
19 C -0.9996 -2.2074 -1.3937
20 C 0.4580 1.7782 0.5968
21 O -0.5565 2.3747 0.8963
22 N 1.2831 1.2047 1.4906
23 C 1.0308 1.2553 2.9060
24 C 0.9622 -0.1457 3.5350
25 C -0.2119 -0.9409 3.0366
26 C -1.5106 -0.5140 3.2885
27 C -2.5934 -1.2572 2.8555
28 C -2.3930 -2.4466 2.1751
29 C -1.1037 -2.8788 1.9200
30 C -0.0198 -2.1260 2.3387
31 C 2.0757 2.0922 3.6344
32 O 2.1697 2.1663 4.8293
33 O 2.8831 2.7456 2.7982
34 H 0.5821 6.0306 -2.1762
35 H 0.2195 4.8223 -3.4092
36 H -0.8706 5.0425 -2.0371
37 H 0.8718 4.2263 -0.4878
38 H 2.5541 3.7536 -2.9939
39 H 2.8183 5.0523 -1.8311
40 H 3.0353 3.3801 -1.3359
41 H -0.7296 2.6710 -1.6227
42 H 0.5230 2.3032 -2.8262
43 H 1.9958 1.5042 -0.8980
44 H -0.5033 0.1843 -1.6559
45 H 0.8336 -3.9403 -0.2068
46 H 2.1785 -3.0549 -0.9538
47 H -0.5781 -4.6100 -3.6233
48 H -2.9402 -4.1954 -3.3409
49 H -4.6979 -2.7619 -2.3662
50 H -4.0872 -1.0036 -0.7394
51 H -1.7496 -0.6722 -0.0953
52 H 2.0378 0.6172 1.1558
53 H 0.0677 1.7711 3.0290
54 H 1.8905 -0.6754 3.3103
55 H 0.8937 -0.0160 4.6177
56 H -1.6756 0.4022 3.8363
57 H -3.5968 -0.9125 3.0575
58 H -3.2365 -3.0338 1.8439
59 H -0.9475 -3.8115 1.3968
60 H 0.9853 -2.4639 2.1309
61 H 3.5222 3.2821 3.2943

The molecule's Löwdin atomic charges, reported in e, are given here: C -0.08; C -0.43; C -0.07; C -0.13; C -0.21; N 0.14; C -0.49; O 0.05; N 0.03; C -0.02; C -0.44; O 0.09; N 0.16; C -0.17; C -0.02; C -0.08; C -0.08; C -0.04; C -0.16; C -0.43; O 0.08; N 0.13; C -0.20; C -0.07; C -0.22; C -0.03; C -0.08; C -0.10; C -0.09; C -0.04; C -0.48; O 0.12; O 0.13; H 0.08; H 0.08; H 0.08; H 0.13; H 0.08; H 0.08; H 0.07; H 0.12; H 0.13; H 0.14; H 0.13; H 0.13; H 0.14; H 0.16; H 0.11; H 0.10; H 0.11; H 0.12; H 0.13; H 0.16; H 0.13; H 0.13; H 0.12; H 0.10; H 0.11; H 0.10; H 0.11; H 0.14

***

Computed, not measured: a molecular structure, C49H36Br4ClHfN4O5Te, with ωB97M-V/def2-TZVPD.

Calculated values
* molar mass: 1422.0 g mol⁻¹
* HOMO energy: -5.045 eV
* net charge: -1
* E_tot: -13556.7673 Ha
* frontier orbital gap: 0.241 hartree
* energy above the lowest of the compared OMol25 structures with the same formula, charge and spin: 0.0000 eV
* LUMO: 0.056 Eh

Atoms and positions in Å:
1 Hf -1.1231 0.3422 1.3193
2 C -2.2971 3.7364 -1.7595
3 C -2.2462 2.5664 -0.8317
4 N -1.2224 2.2497 -0.1356
5 N -0.1388 3.0861 -0.1726
6 C 0.7262 2.6941 0.7308
7 O 0.5688 1.6593 1.4727
8 C 1.9499 3.5076 0.9300
9 C 2.1130 4.7278 0.2797
10 C 3.2702 5.4642 0.4667
11 C 4.2709 4.9861 1.3052
12 C 4.1054 3.7751 1.9621
13 C 2.9453 3.0380 1.7785
14 C -3.4438 1.7501 -0.5790
15 C -4.6916 2.1539 -1.0269
16 C -5.8088 1.4211 -0.6642
17 C -5.6381 0.2933 0.1108
18 C -4.3547 -0.0613 0.5015
19 N -3.2780 0.6504 0.1780
20 H -1.2940 4.1261 -1.9004
21 H -2.9318 4.5264 -1.3506
22 H -2.7154 3.4343 -2.7223
23 H 1.3288 5.0771 -0.3779
24 H 3.3948 6.4131 -0.0405
25 H 5.1769 5.5620 1.4503
26 H 4.8808 3.4025 2.6194
27 H 2.8009 2.0902 2.2769
28 H -4.7861 3.0460 -1.6285
29 H -6.7949 1.7316 -0.9858
30 H -6.4735 -0.3200 0.4170
31 H -4.1710 -0.9376 1.1071
32 C 2.8471 -4.4808 -2.9967
33 C 1.9708 -3.4519 -2.3352
34 C 0.6410 -3.7010 -2.0540
35 C -0.1836 -2.7662 -1.4288
36 C -1.5888 -3.2309 -1.2082
37 O -1.7917 -4.3472 -0.7750
38 C -2.7459 -2.4179 -1.7032
39 C -2.5762 -1.2867 -2.4905
40 C -3.6779 -0.6489 -3.0432
41 C -4.9531 -1.1442 -2.8161
42 C -5.1280 -2.2751 -2.0269
43 C -4.0296 -2.9067 -1.4719
44 C 0.3381 -1.5211 -1.0282
45 O -0.3910 -0.6159 -0.3892
46 C 1.6933 -1.2663 -1.3182
47 C 2.4744 -2.2127 -1.9591
48 C 2.3106 0.0523 -0.9740
49 N 3.0764 0.2507 0.0183
50 C 3.3694 -0.8554 0.9259
51 C 2.2436 -1.0857 1.9234
52 Te 2.7229 -2.6353 3.3126
53 C 2.4913 -4.1698 1.8784
54 C 3.5892 -4.8799 1.3998
55 C 3.4089 -5.9190 0.4951
56 C 2.1333 -6.2432 0.0541
57 C 1.0376 -5.5253 0.5137
58 C 1.2139 -4.4960 1.4291
59 C 2.0527 1.1849 -1.9167
60 C 2.8657 2.3151 -1.8841
61 C 2.6284 3.3759 -2.7431
62 C 1.5728 3.3267 -3.6428
63 C 0.7658 2.1987 -3.6916
64 C 1.0125 1.1321 -2.8423
65 H 2.2839 -5.3896 -3.2092
66 H 3.6828 -4.7526 -2.3491
67 H 3.2601 -4.1108 -3.9381
68 H 0.2063 -4.6590 -2.3165
69 H -1.5827 -0.9058 -2.6721
70 H -3.5383 0.2348 -3.6547
71 H -5.8125 -0.6472 -3.2502
72 H -6.1240 -2.6597 -1.8437
73 H -4.1369 -3.7916 -0.8585
74 H 3.5124 -1.9692 -2.1682
75 H 4.2798 -0.6001 1.4703
76 H 3.5584 -1.7886 0.3856
77 H 1.3307 -1.4164 1.4229
78 H 2.0085 -0.1985 2.5077
79 H 4.5857 -4.6185 1.7342
80 H 4.2681 -6.4705 0.1322
81 H 1.9936 -7.0484 -0.6578
82 H 0.0383 -5.7413 0.1571
83 H 0.3474 -3.9476 1.7852
84 H 3.6705 2.3526 -1.1609
85 H 3.2634 4.2521 -2.6982
86 H 1.3844 4.1613 -4.3074
87 H -0.0553 2.1465 -4.3970
88 H 0.3884 0.2527 -2.8923
89 Br -2.6030 4.1748 7.0768
90 C -1.8783 2.8727 5.9144
91 C -0.8323 2.0583 6.3221
92 Br -0.0985 2.2340 8.0552
93 C -0.3088 1.0963 5.4465
94 Br 1.1441 -0.0138 5.9102
95 C -0.8366 0.9342 4.1745
96 O -0.4169 0.0641 3.2840
97 C -1.9014 1.7745 3.7572
98 O -2.3110 1.5944 2.5106
99 C -2.4032 2.7293 4.6220
100 Br -3.8027 3.8157 3.9645
101 Cl -2.0810 -1.9642 1.7990

Results of the Löwdin charge analysis, in e, for atoms 1 through 99: Hf 1.54; C -0.02; C -0.25; N 0.00; N 0.11; C -0.41; O -0.14; C -0.15; C -0.05; C -0.09; C -0.09; C -0.07; C -0.01; C -0.21; C -0.01; C -0.06; C -0.05; C -0.13; N 0.04; H 0.06; H 0.09; H 0.08; H 0.11; H 0.10; H 0.10; H 0.10; H 0.11; H 0.11; H 0.11; H 0.11; H 0.04; C -0.05; C -0.26; C 0.00; C -0.08; C -0.33; O 0.07; C -0.15; C -0.02; C -0.08; C -0.10; C -0.09; C -0.02; C -0.31; O -0.27; C -0.11; C 0.02; C -0.21; N 0.13; C -0.30; C -0.51; Te 1.26; C -0.56; C -0.16; C -0.11; C -0.10; C -0.09; C -0.13; C -0.14; C -0.03; C -0.09; C -0.10; C -0.09; C -0.02; H 0.07; H 0.07; H 0.07; H 0.13; H 0.10; H 0.10; H 0.10; H 0.10; H 0.12; H 0.14; H 0.09; H 0.09; H 0.03; H 0.02; H 0.08; H 0.10; H 0.10; H 0.09; H 0.08; H 0.11; H 0.10; H 0.10; H 0.10; H 0.10; Br 0.67; C -0.76; C -0.76; Br 0.68; C -0.63; Br 0.73; C -0.40; O -0.28; C -0.40; O -0.24; C -0.64

***

Computed, not measured: 2 unconnected molecules or ions with the total composition H2NO3S at a distorted geometry, with ωB97M-V/def2-TZVPD.

Calculated values
* molar mass: 96.1 g mol⁻¹
* HOMO energy: -3.249 eV
* net charge: -1
* E_tot: -679.7999 Ha
* frontier orbital gap: 0.269 hartree
* energy above the lowest of the compared OMol25 structures with the same formula, charge and spin: 3.9710 eV
* LUMO: 0.150 Eh

Atoms and positions in Å:
1 N 1.5581 -0.8283 0.9135
2 O 0.7389 -1.1133 -0.3580
3 O 0.7118 1.4647 0.0080
4 O -1.7100 0.1981 -0.4437
5 S 1.6126 0.3071 -0.2087
6 H -0.7832 -0.1768 -0.3205
7 H -2.1282 0.1486 0.4093

The molecule's Löwdin atomic charges, reported in e, are given here: N -0.39; O -0.54; O -0.57; O -0.13; S 0.65; H -0.02; H 0.00

***

- Number 1 is which compound?
  C24H28N4O5